[1]
C35H33BF6GeN2O6PZn | ωB97M-V with the def2-TZVPD basis set

The calculation puts the lowest unoccupied orbital energy (spin up / spin down) at 3.8 / 3.8 eV. The calculation puts the HOMO energy (spin up / spin down) at -2.87 / -3.18 eV. As for the spin multiplicity: 2. Its total charge is -2.

```
86
Properties=species:S:1:pos:R:3:forces:R:3
Ge -0.82886 1.94944 0.69899 0.040 0.071 0.063
Zn 0.80622 -0.68854 2.17923 0.101 0.363 -0.039
P -2.23228 -4.05257 2.29953 -0.032 0.164 -0.002
F -1.15104 -5.18173 1.91658 0.032 -0.056 -0.002
F -2.38136 -3.64840 0.74162 -0.040 0.026 -0.100
F -3.31034 -2.90178 2.69971 -0.029 -0.023 0.030
F -1.04140 -2.95254 2.46466 0.043 -0.053 0.042
F -2.08497 -4.44487 3.87224 0.006 0.007 0.025
F -3.43498 -5.12610 2.14366 -0.017 -0.030 0.018
O 3.01517 -0.86093 8.32712 0.053 0.000 -0.073
O 3.04004 -0.01311 2.62147 0.052 0.057 -0.008
O 0.93111 -2.83976 -0.18537 -0.021 0.042 -0.086
O 4.56367 0.06907 4.24234 -0.042 0.006 0.384
O 4.56845 -0.34659 6.76978 -0.067 0.088 -0.165
O 1.21074 -0.66960 -0.84273 0.072 -0.020 -0.018
N 1.10679 -1.24865 6.40529 0.048 0.036 -0.019
N 1.11956 -1.04921 4.23831 -0.043 -0.020 0.021
C 1.79869 2.96475 1.25348 0.026 -0.034 -0.021
C -1.08050 -1.68121 5.27029 -0.002 -0.022 -0.008
C 0.68466 -3.39965 -3.81851 -0.014 -0.027 0.014
C -1.97759 -0.39150 -0.54383 0.064 -0.050 -0.048
C -2.68083 3.58027 2.31425 -0.002 -0.009 0.026
C -1.56095 0.91614 -0.80715 -0.040 -0.109 -0.027
C 0.85408 -2.08151 -4.23445 0.003 0.016 0.002
C 0.89368 -2.77274 -1.54380 0.006 -0.002 0.101
C 0.81198 -1.67369 -5.71026 -0.008 0.005 0.009
C 1.05214 -1.08360 -3.26614 0.028 0.004 -0.022
C -2.57837 -0.72245 -2.85016 -0.012 0.040 0.003
C 0.70118 -3.76956 -2.46724 0.003 -0.032 -0.028
C 3.36832 -0.20392 3.78221 0.068 -0.024 0.101
C 2.36900 -0.73816 4.72781 0.005 0.037 -0.010
C 1.23047 3.30323 -1.04054 -0.058 0.020 -0.020
C -3.57366 4.61420 2.57641 0.016 -0.013 -0.016
C 3.36379 4.05119 -0.21429 -0.019 -0.017 0.016
C -1.67688 1.38471 -2.11733 -0.068 0.061 0.036
C -2.44650 4.34553 0.06446 -0.014 0.005 0.016
C -2.47589 -1.20738 -1.55369 0.040 -0.020 0.011
C -2.10214 3.42520 1.05670 -0.010 0.068 -0.122
C 1.06621 -1.45370 -1.94441 0.000 0.083 0.050
C -0.53998 0.84173 2.22844 -0.186 -0.229 -0.097
C 2.38108 -0.86818 6.08785 -0.033 -0.014 0.010
C 0.36407 -1.33664 5.27522 0.046 -0.092 -0.002
C 0.87006 2.82511 0.21929 0.120 -0.032 0.059
C 3.03169 3.56882 1.04370 -0.008 0.001 -0.017
C 0.57889 -2.86583 -6.63869 -0.012 -0.011 -0.043
C -0.33063 -0.67190 -5.93250 0.013 0.019 -0.003
C 3.41417 -0.67399 7.17056 -0.013 -0.001 -0.005
C 2.14242 -1.01676 -6.10682 0.027 0.014 0.010
C -2.18367 0.57925 -3.12966 -0.021 -0.027 0.033
C -3.33683 5.38093 0.31519 0.002 -0.010 0.023
C -3.90430 5.51755 1.57654 0.017 -0.013 -0.012
C 2.45956 3.91351 -1.25867 -0.006 -0.009 0.007
B 1.08231 -1.51694 0.29455 -0.025 -0.260 -0.011
H 1.56761 2.55557 2.23206 -0.004 0.026 -0.032
H -0.23101 0.19837 -5.28213 0.012 -0.035 -0.034
H -1.23651 -2.73989 5.48011 -0.003 0.007 -0.024
H -2.01349 4.25457 -0.92774 -0.009 0.013 0.038
H 4.32905 4.51378 -0.38470 -0.003 0.001 -0.001
H 4.61349 -0.08449 5.28116 -0.049 -0.115 -0.232
H 0.54321 -2.51865 -7.67548 0.012 -0.003 0.019
H 0.52554 -4.17945 -4.55180 0.000 0.018 0.025
H -2.42775 2.87839 3.10275 -0.003 0.019 -0.026
H 1.38172 -3.60239 -6.55733 -0.020 0.017 0.005
H -2.75969 -2.22545 -1.31679 -0.003 0.014 0.023
H -1.37837 2.39737 -2.36903 0.000 -0.013 0.026
H 0.55138 -4.79581 -2.15713 -0.005 0.026 -0.008
H -3.58974 6.08209 -0.47224 0.001 -0.002 0.001
H -1.60867 -1.08490 6.01814 0.016 -0.031 -0.012
H -2.25750 0.96569 -4.14051 -0.014 0.001 0.019
H -1.47250 0.66213 2.77802 0.050 0.114 0.073
H 1.17396 -0.03927 -3.52917 -0.014 -0.025 0.006
H 0.82498 -1.40638 7.35870 -0.013 -0.012 0.055
H 2.71649 4.26883 -2.25091 -0.005 -0.004 0.015
H -4.60021 6.32368 1.77720 -0.003 0.004 0.000
H -2.95731 -1.35959 -3.64198 0.017 0.003 0.018
H -0.36834 -3.36414 -6.42006 0.025 0.019 -0.004
H -1.29455 -1.13685 -5.71116 0.035 0.022 0.011
H 2.38895 -0.18281 -5.44762 -0.028 -0.015 -0.029
H -0.33998 -0.32609 -6.97185 -0.001 -0.026 0.018
H 2.95948 -1.74038 -6.04590 -0.023 0.024 0.020
H -1.87975 -0.80698 0.45611 -0.038 0.039 -0.043
H 0.55846 3.18897 -1.88325 -0.022 -0.018 0.017
H 2.09230 -0.63667 -7.13280 0.002 -0.033 0.021
H 3.74062 3.64006 1.86015 -0.010 -0.011 -0.009
H -1.50650 -1.48895 4.29054 0.006 0.003 -0.033
H -4.01166 4.71266 3.56341 0.004 0.000 -0.011
```
Positions in Å, forces in eV/Å.



[2]
C35H33BaN12O9S3 | ωB97M-V with the def2-TZVPD basis set

The calculation puts the lowest unoccupied orbital energy at 1.4 eV. The calculation puts the HOMO energy at -5.43 eV. As for the spin multiplicity: 1. Its total charge is -1.

```
93
Properties=species:S:1:pos:R:3:forces:R:3
Ba -0.37453 -0.30499 -0.84324 0.508 1.639 4.825
S -1.09627 -3.36394 -2.47421 0.262 2.086 1.103
S -9.69517 2.37552 2.70040 0.016 0.066 -0.008
S -0.54714 0.11229 -3.71168 -0.518 -0.829 -0.679
O -1.81414 -4.57060 -2.18343 -0.294 -0.365 -0.040
O 0.57515 -0.57086 -3.02657 -0.133 0.226 -1.645
O -0.18800 0.83085 -4.89369 0.169 0.195 -0.226
O -10.16211 1.77412 3.93333 -0.030 -0.100 0.173
O -0.96490 -2.48987 -1.22729 -0.712 -2.747 -1.483
O -8.50288 3.18432 2.82722 0.167 0.107 0.019
O 0.15603 -3.46654 -3.16523 0.139 -0.332 -0.188
O -1.31415 0.89028 -2.71252 -0.082 0.597 -1.275
O -10.73242 2.94072 1.86354 -0.095 0.100 -0.097
N -7.86493 0.75355 1.49391 -0.406 0.068 0.061
N -10.14334 0.10349 1.34047 0.293 0.080 0.014
N 0.26361 2.69626 -0.93117 -0.318 -0.271 0.260
N -0.61081 -0.66049 2.42638 0.315 -0.109 0.254
N 1.08100 2.12584 2.06690 0.073 0.064 0.122
N -0.24031 -0.81590 4.46276 0.505 -0.165 1.051
N -3.29907 -0.60410 0.01987 0.124 0.179 0.025
N 1.60587 -1.90445 0.42427 -0.199 -0.084 -0.151
N 2.68702 0.73809 -0.15026 -0.185 0.075 0.173
N 0.35794 -0.63380 3.33980 -0.269 0.067 -0.807
N 0.50135 -0.89609 5.66605 -0.536 0.247 -0.634
N -1.53703 -0.98189 4.42333 0.079 -0.019 -0.296
C -1.83832 -1.09424 -4.15913 -0.023 -0.549 0.550
C -8.45119 -1.20440 0.28457 -0.203 -0.086 -0.009
C -1.17724 4.55767 -1.30324 0.019 -0.102 0.021
C 2.29495 2.25330 -2.17778 -0.028 0.065 -0.089
C -9.77216 -0.93994 0.62039 -0.095 -0.032 0.014
C -4.34002 -2.26968 -4.60806 -0.098 -0.104 0.033
C -1.73533 -0.88704 3.10606 -0.327 0.049 0.066
C 1.07773 3.12053 -1.89078 0.330 -0.396 0.025
C 3.19950 3.14283 2.48438 0.084 -0.042 0.009
C -0.84151 3.38339 -0.64974 0.366 0.317 -0.275
C 1.16240 -3.02963 0.98725 0.247 -0.024 -0.130
C 3.13407 1.90469 -0.94429 -0.059 -0.078 0.234
C 3.80548 -2.77279 0.43835 0.106 0.237 -0.272
C -4.08059 -1.67871 -0.07101 0.064 -0.120 -0.017
C 1.99718 -4.08949 1.29118 0.109 0.165 -0.004
C 2.59753 4.19415 3.15551 0.045 0.073 0.052
C -3.89133 0.54396 0.35877 -0.002 0.174 -0.013
C 2.89049 -1.77717 0.11216 -0.067 0.304 0.200
C 1.22155 4.19402 3.28295 -0.046 -0.074 -0.055
C -5.44619 -1.64164 0.16333 0.029 -0.130 -0.076
C -9.16043 0.92863 1.74194 -0.094 -0.308 -0.155
C -2.17907 -2.32779 -3.51459 0.370 0.280 -0.420
C -3.99233 -1.11205 -5.26791 0.034 0.038 -0.047
C 0.51966 3.13576 2.72214 -0.150 -0.028 -0.038
C -6.04973 -0.44136 0.50546 -0.521 0.122 0.118
C -2.75180 -0.53174 -5.03655 -0.132 -0.026 -0.144
C 0.81965 4.28721 -2.59954 -0.019 -0.078 0.020
C 3.04618 0.94934 1.25779 0.284 -0.282 0.136
C -0.32263 5.00805 -2.29771 0.019 0.131 -0.106
C -7.52368 -0.31015 0.77256 0.807 0.051 -0.079
C -5.24178 0.68488 0.61289 0.177 -0.086 -0.003
C 3.31673 -0.50430 -0.62486 0.042 -0.096 0.165
C 2.41093 2.12679 1.95885 -0.176 -0.081 -0.405
C -3.42928 -2.87745 -3.75464 0.103 0.011 -0.103
C 3.34870 -3.93936 1.02103 0.053 -0.201 0.088
H 1.49745 4.59785 -3.38303 -0.025 0.066 -0.011
H 0.68897 4.98496 3.79198 0.030 0.022 0.022
H 4.04737 -4.73224 1.25814 -0.010 -0.002 0.001
H -0.56123 3.10513 2.81148 -0.046 -0.020 -0.031
H 2.76884 0.06041 1.82884 -0.071 -0.045 -0.092
H 4.27417 3.09890 2.36076 0.002 0.036 0.005
H 3.12244 2.76798 -0.27680 0.013 0.007 -0.030
H -6.01499 -2.55885 0.08610 -0.028 0.022 0.009
H 1.17921 -0.14217 5.58678 0.055 -0.068 0.152
H -3.58770 -2.60833 -0.33512 0.045 0.017 -0.044
H 2.92770 2.78201 -2.89525 0.018 -0.002 0.055
H -4.68510 -0.64103 -5.95282 0.010 0.016 -0.011
H -0.17348 -0.65093 6.38561 0.086 -0.038 0.071
H 4.14307 1.05276 1.34632 -0.001 0.002 0.016
H -10.56302 -1.60572 0.28580 -0.019 0.023 0.008
H 4.85338 -2.62988 0.20739 0.016 -0.061 0.020
H 3.19193 4.99924 3.56886 0.014 -0.008 -0.008
H 1.99407 1.33081 -2.67904 -0.151 0.005 -0.037
H 4.18517 1.75293 -1.23285 -0.009 0.029 -0.092
H -8.19277 -2.05299 -0.33248 0.057 0.011 0.008
H -3.66662 -3.81889 -3.27932 0.007 0.002 0.023
H 1.59441 -4.99254 1.72564 0.029 -0.032 0.011
H -5.65982 1.63808 0.90272 -0.093 -0.016 0.002
H -2.08279 5.08908 -1.04739 -0.014 0.017 -0.018
H -2.70629 -0.97236 2.64925 -0.005 0.006 -0.012
H 4.41696 -0.43245 -0.55202 -0.031 0.029 -0.015
H -0.54497 5.91618 -2.84442 -0.031 -0.005 0.020
H 0.09786 -3.10628 1.16880 -0.024 0.148 -0.019
H -1.47802 2.99084 0.13343 -0.020 -0.081 0.085
H -3.24960 1.41787 0.43023 0.050 -0.035 -0.016
H 3.08160 -0.63407 -1.68560 -0.087 0.044 -0.001
H -5.31194 -2.72173 -4.76233 0.009 0.010 -0.009
H -2.50503 0.39146 -5.54295 0.101 0.031 0.093
```
Positions in Å, forces in eV/Å.



[3]
C35H33CeClN4S2Si2 | ωB97M-V with the def2-TZVPD basis set

The calculation puts the lowest unoccupied orbital energy (spin up / spin down) at -3.9 / -3.9 eV. The calculation puts the HOMO energy (spin up / spin down) at -9.07 / -9.06 eV. As for the spin multiplicity: 2. Its total charge is +1.

```
78
Properties=species:S:1:pos:R:3:forces:R:3
Ce -0.12160 -0.24427 2.80740 3.730 2.117 0.610
Cl 1.96160 1.19670 2.33803 0.375 0.277 -0.355
S 3.45003 -1.95200 6.60436 -0.530 0.356 -0.611
S -0.07405 3.46420 6.67682 0.210 -0.842 -0.603
Si 1.80220 0.62415 -1.75398 -2.594 -1.628 0.349
Si -1.32114 -0.53229 -3.44826 1.122 -0.246 -3.495
N 1.62683 -0.90347 5.05201 0.420 -0.690 0.185
N 2.46637 -2.99869 4.32950 -0.033 -0.345 -0.086
N -1.31408 3.07166 4.27337 0.057 -0.778 -0.455
N 0.12876 1.39644 5.10844 -0.403 0.766 -0.005
C -0.73040 1.05642 -4.37576 -0.234 -0.586 -0.036
C -0.48905 -1.79372 -4.61029 -0.016 0.264 0.684
C -0.98749 3.30365 -5.27082 -0.012 0.106 -0.247
C -2.30039 -0.22697 4.12869 -0.228 -2.148 -0.085
C 0.61268 -2.46149 -4.08678 0.108 -0.282 -0.380
C -1.67323 3.61096 -0.61224 0.274 0.564 -0.978
C -1.69381 -2.18446 3.01688 -0.682 0.347 1.156
C -1.00053 -2.15673 4.27956 -2.029 0.603 -0.045
C -1.40956 -0.96772 4.97122 -1.344 -1.100 -0.953
C -0.49994 2.54419 5.23748 1.094 -0.123 0.534
C -0.52143 1.55037 -0.20014 0.041 0.206 -0.652
C 1.14939 2.23146 -5.39619 -0.034 -0.295 -0.071
C 1.06426 -3.50500 -6.21202 0.061 0.078 -0.061
C 1.38990 -1.96889 -0.45158 -0.283 -1.827 0.712
C 1.79918 -0.02947 6.13856 1.874 -1.385 0.299
C 1.05452 2.22165 7.08462 -0.038 -1.388 -0.769
C -2.49989 -0.99685 2.91651 0.212 -0.583 1.444
C 0.00388 -2.76955 -6.76702 0.084 -0.018 0.280
C 2.78897 -0.42405 7.02973 -1.494 0.848 -0.762
C 2.41012 -1.95697 5.18425 -0.047 1.019 0.619
C -1.63527 2.36379 -0.01161 0.135 -0.451 0.724
C -1.54780 2.13211 -4.76276 0.261 0.256 0.407
C 1.00983 1.17604 6.17274 -0.504 2.146 0.178
C 0.58808 -3.00651 0.04292 1.394 1.589 -0.695
C -0.76580 -1.90437 -5.98143 0.560 -0.543 0.197
C 0.42309 1.86133 -1.21451 0.458 0.090 0.010
C -0.69640 3.98093 -1.55212 -0.261 0.021 0.387
C 0.87591 -0.97894 -1.30780 -0.644 3.409 -0.639
C -0.77476 -3.04450 -0.33359 -1.217 -0.210 -0.394
C 0.38584 3.38604 -5.52347 0.175 0.182 0.059
C -0.63128 -0.97447 -1.66555 0.577 -0.077 -0.420
C 1.38729 -3.30504 -4.87315 0.278 -0.256 -0.044
C 0.33564 3.10076 -1.86638 -0.180 -0.348 0.088
C -1.34928 -2.13680 -1.17091 -0.591 -0.453 1.282
C 0.57224 1.05560 -4.88938 0.690 0.445 0.225
H -0.47711 0.56918 0.32789 0.071 0.761 -0.578
H -1.54200 -1.29958 -6.43553 -0.074 -0.107 -0.011
H 1.06215 3.35707 -2.65504 -0.494 -0.169 0.428
H 1.15189 0.12924 -4.94450 -0.093 0.385 0.415
H 1.66219 -4.20568 -6.82322 -0.463 0.575 0.328
H -2.75533 -0.56859 -3.91975 0.042 -0.069 1.309
H -1.12315 -0.06652 -1.28045 0.168 -0.298 0.257
H -0.76865 4.93154 -2.08601 -0.020 -0.241 0.325
H -3.06215 -0.66866 2.05858 -0.220 -0.101 -0.140
H -0.19858 -2.86311 -7.82514 -0.094 -0.011 -0.030
H 2.78295 0.75778 -0.76290 1.552 0.016 1.094
H 1.71137 2.28643 7.93975 -0.266 0.062 0.050
H -1.22432 -0.76507 6.01298 0.406 0.271 -0.132
H -0.37958 -2.93026 4.70380 0.123 0.019 -0.154
H 3.12170 0.14903 7.88285 0.008 -0.272 0.020
H -1.37013 -3.82486 0.12046 -0.253 -0.101 -0.271
H -2.47769 4.30384 -0.40991 -0.170 -0.104 -0.026
H 2.25931 -3.78168 -4.41670 -0.286 0.008 -0.285
H 1.01224 -3.77625 0.68324 -0.103 0.196 0.033
H 2.03273 -2.93186 3.41959 0.278 -0.167 0.248
H -1.71410 3.96593 4.48045 -0.051 0.276 -0.262
H -2.48498 1.98333 0.57654 0.437 0.449 0.033
H -2.43547 -2.13373 -1.32026 0.359 -0.413 -0.089
H -1.55635 -2.93918 2.26126 -0.139 -0.053 -0.121
H 3.11813 -3.74357 4.53795 -0.253 0.163 -0.437
H -2.78118 0.69380 4.40537 -0.028 0.199 -0.124
H -0.97509 2.92620 3.31815 -0.270 0.468 0.516
H 0.93427 -2.28334 -3.06677 -0.151 -0.261 -0.167
H -2.62771 2.03932 -4.71312 0.016 0.181 0.479
H 2.19894 2.21379 -5.69377 -0.302 0.059 -0.001
H 2.41785 -1.92601 -0.07911 -0.164 0.170 -0.473
H -1.61748 4.16617 -5.49520 0.074 -0.313 0.030
H 0.85590 4.33003 -5.85682 -0.429 -0.666 0.146
```
Positions in Å, forces in eV/Å.



The records above give, respectively, ΔE to the lowest compared entry with this formula, charge and spin values of 48.2 41.9 0.0 kcal per mole.
The records above give, respectively, maximum force values of 0.0075 0.0996 0.0842 Eh/bohr.